one) ORCA calculation (ωB97M-V/def2-TZVPD) on a single C3H5NO molecule.

Geometry as XYZ:
```
10
Properties=species:S:1:pos:R:3:mulliken_charge:R:1
O 2.507 -0.358 -0.615 -0.43
N 0.229 -1.558 0.611 -0.62
C -1.022 0.493 0.102 -1.18
C 1.442 0.230 -0.549 -0.10
C 0.205 -0.369 0.098 0.80
H -0.680 -1.816 1.006 0.26
H 1.291 1.243 -0.954 0.32
H -1.858 -0.018 0.586 0.37
H -0.812 1.420 0.643 0.30
H -1.301 0.732 -0.928 0.30
```

As for the total charge: 0. As for the structure (SMILES): [H]/N=C(\C)C=O. The calculation puts the highest occupied orbital energy at -10.094 eV. For the HOMO-LUMO gap, the calculation gives 9.84 eV. The spin multiplicity is 1.

---

two) ORCA calculation (ωB97M-V/def2-TZVPD) on a single C3H5NO molecule.

Geometry as XYZ:
```
10
Properties=species:S:1:pos:R:3:mulliken_charge:R:1
O 1.149 -1.334 -0.597 -0.50
N -1.997 2.007 0.145 -0.39
C -1.360 1.080 0.415 0.21
C -0.517 -0.093 0.658 -0.22
C 0.766 -0.033 -0.204 -0.48
H 0.585 0.619 -1.067 0.37
H 1.135 -1.385 -1.558 0.31
H -0.290 -0.168 1.727 0.24
H 1.583 0.416 0.372 0.23
H -1.082 -0.990 0.385 0.23
```

As for the total charge: 0. As for the structure (SMILES): N#CCCO. The calculation puts the highest occupied orbital energy at -11.004 eV. For the HOMO-LUMO gap, the calculation gives 11.68 eV. The spin multiplicity is 1.

---

three) ORCA calculation (ωB97M-V/def2-TZVPD) on a single C3H5NO molecule.

Geometry as XYZ:
```
10
Properties=species:S:1:pos:R:3:mulliken_charge:R:1
O -0.699 0.335 -0.683 -0.35
N -0.420 -0.649 2.542 -0.36
C 0.167 -0.671 -1.184 -0.65
C -0.340 0.090 1.656 0.30
C -0.255 0.980 0.472 -0.29
H -0.448 -1.511 -1.511 0.24
H -0.912 1.840 0.630 0.27
H 0.863 -1.050 -0.426 0.32
H 0.775 1.360 0.385 0.28
H 0.734 -0.282 -2.038 0.24
```

As for the total charge: 0. As for the structure (SMILES): COCC#N. The calculation puts the highest occupied orbital energy at -10.857 eV. For the HOMO-LUMO gap, the calculation gives 11.67 eV. The spin multiplicity is 1.

---

four) ORCA calculation (ωB97M-V/def2-TZVPD) on a single C3H5NO molecule.

Geometry as XYZ:
```
10
Properties=species:S:1:pos:R:3:mulliken_charge:R:1
O -0.459 1.433 0.385 -0.32
N 0.081 0.426 1.280 -0.30
C -0.192 -0.421 -0.891 -0.27
C -0.582 0.846 -0.832 -0.32
C 0.302 -0.807 0.480 -0.25
H 1.365 -1.092 0.481 0.23
H -0.264 -1.638 0.921 0.20
H 0.983 0.831 1.516 0.29
H -0.993 1.499 -1.591 0.41
H -0.242 -1.078 -1.749 0.34
```

As for the total charge: 0. As for the structure (SMILES): C1=CONC1. The calculation puts the highest occupied orbital energy at -8.275 eV. For the HOMO-LUMO gap, the calculation gives 9.31 eV. The spin multiplicity is 1.

---

It turns out two) is the most stable, with the second structure 0.423 eV higher.

---

one) ORCA calculation (ωB97M-V/def2-TZVPD) on a single C3H5NO molecule.

Geometry as XYZ:
```
10
Properties=species:S:1:pos:R:3:mulliken_charge:R:1
O -1.879 0.382 1.831 -0.40
N 0.832 0.874 0.224 -0.58
C 0.353 -0.078 -0.766 -0.27
C -1.302 -0.152 0.964 0.70
C -0.704 -0.825 -0.003 -0.72
H 1.135 -0.750 -1.155 0.26
H 1.457 1.580 -0.148 0.20
H 1.276 0.310 0.934 0.21
H -1.092 -1.799 -0.259 0.34
H -0.075 0.458 -1.623 0.25
```

As for the total charge: 0. As for the structure (SMILES): NCC=C=O. The calculation puts the highest occupied orbital energy at -8.679 eV. For the HOMO-LUMO gap, the calculation gives 9.56 eV. The spin multiplicity is 1.

---

two) ORCA calculation (ωB97M-V/def2-TZVPD) on a molecular structure, C3H5NO.

Geometry as XYZ:
```
10
Properties=species:S:1:pos:R:3:mulliken_charge:R:1
O -2.085 -0.415 0.279 -0.52
N 1.965 -0.952 0.648 -0.47
C 0.632 0.947 -0.442 -0.54
C 1.594 0.005 0.107 0.38
C -0.702 -0.252 0.215 -0.24
H 0.830 1.098 -1.519 0.27
H 0.764 1.930 0.047 0.26
H -0.272 -1.075 -0.339 0.25
H -2.346 -1.201 -0.229 0.35
H -0.379 -0.084 1.234 0.24
```

As for the total charge: 0. The calculation puts the highest occupied orbital energy at -10.323 eV. For the HOMO-LUMO gap, the calculation gives 10.82 eV. The spin multiplicity is 1.

---

It turns out one) is the most stable, with the second structure 1.554 eV higher.

---

one) ORCA calculation (ωB97M-V/def2-TZVPD) on 2 unconnected molecules or ions with the total composition C5H15N2.

Geometry as XYZ:
```
22
Properties=species:S:1:pos:R:3:mulliken_charge:R:1
N -1.817 0.887 1.287 -0.70
N 0.238 -0.789 -0.424 0.14
C -0.103 -1.359 -1.725 -0.97
C 0.833 0.315 -0.213 1.58
C 1.259 0.762 1.144 -1.62
C 1.123 1.183 -1.348 -1.70
C -0.120 -1.714 0.680 -0.92
H 1.550 2.160 -1.090 0.39
H 1.926 0.702 -1.978 0.33
H 1.354 1.776 1.361 0.46
H 2.209 0.347 1.247 0.50
H 0.631 0.247 1.905 0.24
H 0.647 -2.442 0.770 0.37
H 0.122 1.414 -1.745 0.46
H -2.417 0.337 1.960 0.25
H -1.093 -1.954 -1.842 0.36
H -1.604 1.807 1.663 0.23
H -0.223 -1.189 1.639 0.36
H 0.897 -1.899 -1.991 0.34
H -1.041 -2.190 0.218 0.27
H -0.144 -0.527 -2.359 0.39
H -2.354 1.020 0.401 0.23
```

As for the total charge: +1. The calculation puts the highest occupied orbital energy at -13.899 eV. For the HOMO-LUMO gap, the calculation gives 10.62 eV. The spin multiplicity is 1.

---

two) ORCA calculation (ωB97M-V/def2-TZVPD) on a gas-phase ion, C5H15N2 (charge +1).

Geometry as XYZ:
```
22
Properties=species:S:1:pos:R:3:mulliken_charge:R:1
N 0.773 -1.267 1.170 -0.74
N 0.449 1.229 0.066 0.04
C -1.313 -0.258 -1.067 -0.57
C -1.004 1.099 -0.380 -0.72
C -0.212 -1.353 -1.185 -0.67
C 0.066 -2.106 0.151 -0.71
C 0.874 2.369 0.902 -0.85
H -1.564 -0.036 -2.096 0.30
H 1.657 3.002 0.494 0.35
H -0.883 -2.488 0.539 0.40
H 1.769 -1.256 0.942 0.27
H -0.629 -2.164 -1.783 0.35
H 0.766 -1.083 -1.578 0.26
H -1.083 1.979 -1.012 0.49
H -2.181 -0.664 -0.569 0.38
H 0.664 -3.023 0.107 0.42
H -0.031 2.971 1.052 0.34
H 0.764 -1.785 2.051 0.24
H 0.919 1.234 -0.837 0.38
H 1.169 2.092 1.911 0.32
H 0.653 0.354 0.606 0.31
H -1.624 1.156 0.515 0.39
```

As for the total charge: +1. As for the structure (SMILES): C[NH2+]CCCCN. The calculation puts the highest occupied orbital energy at -14.238 eV. For the HOMO-LUMO gap, the calculation gives 11.39 eV. The spin multiplicity is 1.

---

It turns out two) is the most stable, with the second structure 0.723 eV higher.